Entry 1:
Density functional theory data (ωB97M-V/def2-TZVPD) for a cluster of 13 separate species, C12H48F6N24O12P in total.

Last column: Löwdin charge in e.
Geometry (Å):
P 13.36184 12.86432 12.49654  0.191
F 12.77340 13.41088 11.12917  -0.129
F 14.76773 13.82047 12.23805  -0.228
F 12.72910 14.04139 13.35459  -0.132
F 14.03175 12.30213 13.92026  -0.197
F 12.10087 12.00070 12.72436  -0.099
F 14.10038 11.60881 11.73925  -0.170
C 16.45622 10.17390 5.76621  -0.567
O 15.36015 9.71755 5.35189  -0.033
N 17.07430 11.32917 5.13286  0.099
N 17.21246 9.75511 6.85920  0.136
H 16.34547 11.84548 4.58472  0.109
H 17.45718 11.94047 5.85375  0.037
H 17.82532 10.40883 7.32394  0.091
H 16.81004 9.16380 7.59705  0.052
C 12.34450 8.90986 7.63324  -0.641
O 11.40194 8.73964 8.36830  0.015
N 13.55858 8.27205 7.79132  0.168
N 12.35230 9.90068 6.64853  0.158
H 14.23005 8.29255 7.03758  0.070
H 13.54308 7.40499 8.30779  0.096
H 11.51337 10.43660 6.52379  0.095
H 12.96465 9.80885 5.87249  0.057
C 11.98860 10.46826 18.99437  -0.749
O 11.49464 9.44215 18.60158  0.000
N 11.13434 11.50794 19.42352  0.133
N 13.26056 10.65964 19.20493  0.164
H 10.18078 11.40567 19.00208  0.090
H 11.55007 12.43438 19.30385  0.037
H 13.88133 9.88624 19.02613  0.108
H 13.60880 11.63192 19.28252  0.101
C 12.91441 13.48552 17.28969  -0.642
O 12.84961 13.54560 18.59217  -0.100
N 14.06093 13.65112 16.62793  0.190
N 11.85665 13.25026 16.58448  0.229
H 14.22779 13.57146 15.64275  0.078
H 14.86390 13.73108 17.18263  0.090
H 11.90422 13.32811 15.58020  0.102
H 10.98189 13.16471 17.05649  0.080
C 9.02302 11.69286 15.96962  -0.562
O 8.97179 12.27102 17.12659  -0.081
N 9.45283 10.36093 15.83196  0.168
N 8.72622 12.33174 14.78828  0.189
H 9.65483 10.07825 14.92254  0.038
H 10.08082 10.07552 16.56804  0.068
H 8.67005 13.30199 14.96411  0.039
H 8.88138 11.87208 13.92802  0.044
C 9.02355 9.86981 11.46398  -0.622
O 8.84173 10.29301 12.60283  0.000
N 8.18453 8.92225 10.83520  0.150
N 10.19203 10.09116 10.83920  0.184
H 8.32753 8.73608 9.89097  0.058
H 7.27150 8.70066 11.20923  0.097
H 10.59785 9.73417 9.93788  0.094
H 10.77815 10.70594 11.28945  0.046
C 12.44535 16.88799 10.66440  -0.671
O 12.46981 17.76730 11.49278  0.005
N 11.26542 16.73727 9.93233  0.129
N 13.52163 16.04694 10.41571  0.159
H 11.18524 16.29122 9.03777  0.086
H 10.54868 17.33852 10.39505  0.115
H 14.23397 15.96295 11.11291  0.080
H 13.41234 15.19292 9.87431  0.077
C 18.06959 12.06136 11.91023  -0.601
O 18.54039 13.02163 11.29404  -0.007
N 16.91345 12.08281 12.61443  0.172
N 18.69988 10.69182 11.75212  0.075
H 16.46156 12.99013 12.68268  0.079
H 16.53260 11.23551 13.05953  0.056
H 19.70193 10.88388 11.68776  0.062
H 18.71618 10.16735 12.67600  0.094
C 14.60156 9.25173 14.31104  -0.590
O 15.56717 9.80518 13.79012  -0.036
N 13.89903 9.88935 15.32254  0.179
N 14.28371 7.98874 13.78602  0.170
H 14.16543 10.83714 15.49106  0.067
H 12.94642 9.58558 15.54382  0.110
H 13.59330 7.31836 14.06484  0.096
H 14.75819 7.81445 12.93895  0.047
C 16.23023 12.96591 8.47850  -0.668
O 16.73872 13.04806 7.36363  -0.003
N 15.74422 11.82337 8.98815  0.182
N 16.13766 14.00600 9.35665  0.163
H 15.20016 11.79395 9.84629  0.073
H 15.67160 11.01658 8.36883  0.084
H 15.89718 13.69261 10.33329  0.083
H 16.85573 14.69409 9.35982  0.096
C 9.70475 15.88857 14.22421  -0.681
O 8.73670 15.13980 14.34448  0.000
N 10.31111 16.17804 13.07193  0.182
N 10.27845 16.46078 15.33542  0.140
H 9.79443 15.73507 12.30545  0.123
H 11.15071 16.70657 12.98986  0.069
H 10.61920 17.40171 15.28056  0.085
H 9.77001 16.32029 16.22189  0.118
C 15.96623 7.77595 10.09432  -0.657
O 15.29102 6.83203 10.43127  0.029
N 15.67122 9.04314 10.63088  0.166
N 17.02598 7.66789 9.21436  0.140
H 16.50919 9.65776 10.63563  0.076
H 15.13025 9.03994 11.49245  0.061
H 17.90191 8.06382 9.49984  0.096
H 17.16952 6.78138 8.79684  0.094

For the HOMO energy, the calculation gives -6.88 eV. As for the charge: -1. Its LUMO energy is 2.0 eV.

---

Entry 2:
Density functional theory data (ωB97M-V/def2-TZVPD) for a structure of composition C41H51N6P2SSi2W.

Last column: Löwdin charge in e.
Geometry (Å):
W -0.27470 -0.17020 -0.15735  1.451
C 5.43738 0.75840 -2.60318  -0.065
C 4.89628 -0.38951 -1.77835  -0.195
N 3.96231 -0.03126 -0.70273  0.099
C 2.66074 0.10530 -0.94952  -0.448
S 1.47180 -0.69606 1.46559  0.785
N 2.14347 -0.25065 -2.07784  0.103
N 0.75020 -0.30212 -1.96808  -0.114
C 0.11295 -0.34587 -3.19138  -0.232
C 0.89305 -0.65448 -4.42565  0.011
C -1.25215 -0.10985 -3.18996  -0.193
C -2.06133 0.08788 -4.32170  0.053
C -3.33791 0.61599 -4.15998  0.019
C -3.71059 1.10199 -2.89825  0.006
C -2.90484 0.82688 -1.78291  -0.136
N -1.73038 0.20564 -1.86094  -0.009
H 5.65593 0.48898 -3.64345  0.090
H 6.32396 1.21965 -2.27182  0.063
H 4.72076 1.57496 -2.78582  0.070
H 5.73899 -0.88345 -1.30734  0.122
H 4.41434 -1.23043 -2.35583  0.135
H 4.26860 0.34446 0.18121  0.149
H 1.81236 -1.20465 -4.15086  0.095
H 1.13698 0.30265 -4.98498  0.140
H 0.30020 -1.28133 -5.10819  0.098
H -1.66572 -0.21811 -5.29316  0.138
H -4.00720 0.72715 -5.04366  0.154
H -4.66558 1.62763 -2.79983  0.140
H -3.27808 1.16964 -0.77724  0.114
C -4.24688 -2.62013 -0.61853  -0.152
Si -3.26437 -1.87098 0.86297  0.476
C -4.16839 -0.30578 1.42505  -0.179
C -3.38629 -3.12630 2.35595  -0.150
N -1.53674 -1.45867 0.58146  -0.472
P -0.34047 -2.65696 0.36426  0.870
C 1.77588 0.40348 0.16201  -0.850
P 1.35807 1.99163 0.74137  0.766
N -0.24622 1.88673 0.46182  -0.350
Si -1.25810 3.48583 0.55618  0.526
C -1.82677 3.79581 -1.22429  -0.158
C -2.68860 3.38212 1.86048  -0.160
C -0.18225 4.96984 1.00740  -0.165
C 1.88551 2.19436 2.48980  -0.340
C 3.20595 2.00613 2.85329  -0.107
C 3.49004 1.70459 4.18756  -0.048
C 2.53653 1.72408 5.20617  -0.023
C 1.21382 2.07252 4.85824  -0.042
C 0.91359 2.28936 3.51830  -0.083
C 2.17902 3.26266 -0.24812  -0.318
C 1.93419 3.22053 -1.63012  -0.121
C 2.41101 4.17746 -2.50044  -0.053
C 3.09535 5.30898 -1.98830  -0.018
C 3.32039 5.37506 -0.60733  -0.033
C 2.89741 4.33494 0.28186  -0.066
C 0.13378 -3.30710 1.96120  -0.450
C 1.01233 -4.38865 2.05900  -0.090
C 1.28301 -4.90926 3.32218  -0.053
C 0.81917 -4.33074 4.48347  -0.032
C -0.10126 -3.28282 4.37583  -0.029
C -0.37964 -2.70579 3.12579  -0.139
C -0.90887 -4.07320 -0.56874  -0.327
C -1.11447 -5.37916 -0.03809  -0.053
C -1.56391 -6.39128 -0.87560  -0.034
C -1.80182 -6.16953 -2.22759  -0.011
C -1.63658 -4.88790 -2.75576  -0.055
C -1.19305 -3.84387 -1.96151  -0.099
H -4.38261 -3.69235 -0.42409  0.038
H -3.86264 -2.48522 -1.63667  0.017
H -5.28361 -2.21370 -0.55002  0.054
H -4.38904 0.32459 0.57950  -0.008
H -3.70884 0.20450 2.30945  0.045
H -5.18717 -0.59295 1.75427  0.062
H -4.40632 -3.58898 2.34516  0.065
H -3.21459 -2.76713 3.37396  0.039
H -2.72264 -3.95200 2.14000  0.007
H -1.95973 4.88567 -1.29690  0.061
H -2.80030 3.41476 -1.52763  0.014
H -1.07892 3.42770 -1.90109  0.011
H -3.69171 3.51014 1.37625  0.053
H -2.64126 4.09622 2.65363  0.025
H -2.77452 2.37212 2.29453  0.004
H 0.41886 5.33983 0.16273  0.035
H 0.55950 4.82474 1.80712  0.033
H -0.85801 5.83339 1.27232  0.080
H 4.01625 2.17516 2.17142  0.109
H 4.54510 1.43930 4.40982  0.132
H 2.77013 1.58854 6.26264  0.126
H 0.44943 2.22771 5.62833  0.125
H -0.12397 2.59753 3.26752  0.101
H 1.24192 2.48108 -2.06146  0.095
H 2.21325 4.04842 -3.56321  0.118
H 3.42686 6.16511 -2.64289  0.144
H 3.82364 6.20303 -0.15440  0.111
H 3.06238 4.42084 1.38858  0.130
H 1.44098 -4.77997 1.14102  0.121
H 1.82405 -5.88662 3.38094  0.141
H 1.18788 -4.68700 5.45479  0.134
H -0.63462 -2.86658 5.22182  0.119
H -1.09107 -1.88097 2.97987  0.087
H -0.85311 -5.66772 0.97066  0.107
H -1.82535 -7.33494 -0.44093  0.121
H -2.13610 -6.98491 -2.83037  0.120
H -1.74890 -4.60280 -3.79995  0.119
H -1.03742 -2.86378 -2.43075  0.084

For the HOMO energy (spin up / spin down), the calculation gives -15.65 / -15.65 eV. As for the charge: +3. Its LUMO energy (spin up / spin down) is -10.2 / -10.2 eV.

---

Entry 3:
Density functional theory data (ωB97M-V/def2-TZVPD) for a structure of composition AgF3.

Last column: Löwdin spin population.
Geometry (Å):
Ag 1.67011 -2.92755 2.02811  -0.004
F 0.31733 -4.41480 0.22476  0.597
F 1.93309 -4.97117 0.95666  0.410
F 0.13819 -3.87268 2.55126  -0.003

The multiplicity is 2. For the HOMO energy (spin up / spin down), the calculation gives -4.36 / -4.28 eV. As for the charge: -1. Its LUMO energy (spin up / spin down) is 3.1 / 3.1 eV.

---

Entry 4:
Density functional theory data (ωB97M-V/def2-TZVPD) for the molecule C5H10O2.

Last column: Löwdin charge in e.
Geometry (Å):
C -2.18128 -0.43151 -0.25460  -0.037
C -1.03894 0.42975 0.25025  -0.416
O -1.37212 0.86017 1.55059  -0.020
C 0.27948 -0.34610 0.29070  -0.286
C 1.21072 -0.26194 -0.92974  -0.080
C 2.23396 0.27068 0.07914  -0.163
O 1.24029 0.34668 1.11723  -0.099
H -3.07981 0.17227 -0.39906  0.082
H -1.92073 -0.92590 -1.19611  0.085
H -2.41183 -1.20134 0.49031  0.089
H -0.88768 1.30959 -0.40541  0.149
H -0.54944 1.20421 1.92572  0.089
H 0.13207 -1.36938 0.66140  0.157
H 1.46465 -1.18952 -1.45135  0.110
H 0.87954 0.49273 -1.64737  0.110
H 2.68412 1.24643 -0.12675  0.116
H 3.02623 -0.44458 0.33298  0.116

The SMILES is C[C@@H](O)[C@H]1CCO1. For the HOMO energy, the calculation gives -9.74 eV. As for the charge: 0. The energy relative to the best compared isomer or geometry (same formula, charge and spin) is 1.998 eV. Its LUMO energy is 1.0 eV.

---

Entry 5:
Density functional theory data (ωB97M-V/def2-TZVPD) for the ion C38H55N12O5 with charge +1.

Last column: Löwdin charge in e.
Geometry (Å):
C 0.99277 4.93498 -1.14915  0.147
C -0.15813 4.95925 -0.81953  -0.110
C -1.58080 4.89659 -0.51974  -0.195
H -1.73815 4.68801 0.54290  0.134
H -2.04780 5.86003 -0.76724  0.139
O -2.23251 3.84260 -1.22310  -0.180
C -2.24021 4.04045 -2.62576  -0.170
C -2.89319 2.84327 -3.30096  -0.167
H -3.90809 2.69605 -2.90738  0.141
H -2.95498 3.04256 -4.37761  0.139
O -2.10734 1.69648 -3.04737  -0.166
C -2.44288 0.57173 -3.84257  -0.161
C -2.18826 -0.70337 -3.02735  -0.167
O -0.95641 -0.70904 -2.34304  -0.190
C 0.20846 -1.03932 -3.09114  -0.152
H 0.85382 -1.57540 -2.39053  0.090
H -0.04617 -1.70680 -3.91972  0.134
C 0.97627 0.18833 -3.61760  -0.132
N 1.13832 1.18092 -2.58267  0.086
C 1.91076 0.95020 -1.49620  -0.376
N 2.91295 0.09553 -1.61053  0.210
C 3.61973 -0.09860 -0.49118  -0.344
N 4.66393 -0.95502 -0.53983  -0.058
C 5.19960 -1.50021 0.68393  -0.093
H 4.85731 -0.86643 1.50108  0.106
H 6.29150 -1.47874 0.64068  0.129
C 4.69262 -2.96155 0.84874  -0.089
N 3.63281 -3.19314 -0.10790  -0.034
C 2.31400 -2.96725 0.05368  -0.377
O 1.55502 -2.93715 -0.90438  0.027
C 1.73990 -2.86288 1.47110  -0.137
N 0.94403 -1.67077 1.58374  -0.060
C -0.03463 -1.21656 0.77565  0.023
C -0.48036 -0.06952 1.40062  -0.236
N 0.24433 0.09274 2.52755  0.086
N 1.08248 -0.86547 2.62974  0.081
C -1.49881 0.91271 0.93126  -0.228
N -1.03055 1.42286 -0.38557  0.190
H 0.03401 1.67118 -0.32442  0.081
H -1.11125 0.67359 -1.09925  0.104
C -2.90399 0.32096 0.78108  -0.107
H -2.82550 -0.71702 0.45078  0.111
C -3.75440 0.37400 2.06038  -0.408
C -4.10988 1.80857 2.44782  -0.066
H -4.53484 2.34709 1.60340  0.078
H -3.23872 2.35091 2.80797  0.072
H -4.84427 1.80165 3.24843  0.084
C -3.08086 -0.34773 3.22266  -0.055
H -3.75723 -0.39759 4.07190  0.087
H -2.17809 0.16910 3.53764  0.072
H -2.81576 -1.36056 2.93407  0.054
H -4.68690 -0.15121 1.82694  0.133
H -3.42910 0.88607 0.00679  0.121
H -1.51457 1.75123 1.63102  0.136
H -0.30742 -1.67926 -0.14643  0.117
H 2.51415 -2.76054 2.23178  0.136
C 0.88364 -4.13021 1.78103  -0.023
C -0.50171 -4.03112 1.24026  -0.269
C -1.64748 -3.69505 1.90624  0.015
C -2.69202 -3.62694 0.94340  -0.177
C -4.05131 -3.31479 1.00128  -0.041
C -4.77182 -3.29896 -0.17135  -0.095
C -4.17396 -3.59854 -1.39992  -0.101
C -2.83796 -3.92617 -1.48586  -0.028
C -2.10208 -3.93550 -0.30777  -0.208
N -0.78234 -4.20048 -0.09128  0.139
H -0.08913 -4.34946 -0.80650  0.150
H -2.37598 -4.17229 -2.43054  0.110
H -4.77740 -3.58077 -2.29538  0.101
H -5.82423 -3.05867 -0.14909  0.101
H -4.52254 -3.09354 1.94679  0.113
H -1.73738 -3.52920 2.96177  0.117
H 0.82014 -4.23872 2.86426  0.131
H 1.40075 -5.00138 1.37289  0.134
C 4.15189 -3.15807 -1.46692  -0.082
H 4.84251 -3.99377 -1.59754  0.128
C 4.86586 -1.79836 -1.69144  -0.097
H 4.46121 -1.28372 -2.56088  0.112
H 5.94139 -1.94306 -1.81876  0.128
H 3.31211 -3.27636 -2.15053  0.119
H 5.49142 -3.67062 0.61533  0.130
H 4.37013 -3.15216 1.86934  0.116
N 3.40177 0.52710 0.66070  0.190
C 2.41135 1.41877 0.67495  -0.333
N 1.59214 1.63326 -0.38104  0.147
N 2.22107 2.11014 1.79727  -0.041
C 2.96867 1.83502 3.00662  -0.118
H 2.28511 1.39202 3.73862  0.122
H 3.76264 1.13020 2.77144  0.109
C 3.54570 3.14397 3.55220  -0.175
H 4.00971 2.97988 4.52496  0.131
O 2.53301 4.10251 3.75353  -0.118
C 1.85981 4.38282 2.55501  -0.184
H 1.10068 5.12933 2.79307  0.131
H 2.55857 4.80342 1.81500  0.128
C 1.20647 3.12169 1.97051  -0.124
H 0.45803 2.74319 2.67629  0.122
H 0.75596 3.35715 1.00811  0.079
H 4.29790 3.53618 2.85052  0.131
H -1.58053 2.24159 -0.71097  0.109
H 0.35662 1.80527 -2.45488  0.113
H 0.45833 0.66212 -4.45147  0.116
H 1.96218 -0.14339 -3.94624  0.121
H -2.27102 -1.57246 -3.68941  0.131
H -2.94401 -0.79095 -2.24123  0.123
H -3.50154 0.59184 -4.12173  0.135
H -1.84354 0.58132 -4.76255  0.128
H -1.21039 4.15587 -2.98930  0.129
H -2.80664 4.94704 -2.87342  0.141
H 2.01145 4.95455 -1.40063  0.042

For the HOMO energy, the calculation gives -10.05 eV. As for the charge: +1. The energy relative to the best compared isomer or geometry (same formula, charge and spin) is 0.248 eV. Its LUMO energy is -1.5 eV.

---

Number 1: energy -3644.50886 hartree. Number 2: energy -3647.63000 hartree. Number 3: energy -446.44933 hartree. Number 4: energy -346.95199 hartree. Number 5: energy -2514.10324 hartree.